No. 1
Formula: C13H10BCl2NO3
Source: the OMol25 dataset
Level of theory: ωB97M-V/def2-TZVPD

Geometry as XYZ:
```
30
Properties=species:S:1:pos:R:3:nbo_charge:R:1
O -1.4240 -0.8691 1.7923 -0.59
C -0.7838 0.0916 1.3974 0.67
N -0.0778 0.0640 0.1858 -0.62
C 0.1502 -1.0454 -0.6203 0.23
C -0.2053 -2.3181 -0.1726 -0.27
C 0.0957 -3.4305 -0.9466 -0.19
C 0.6544 -3.2786 -2.1773 -0.21
C 0.8893 -1.9992 -2.6730 -0.36
B 1.6647 -1.7348 -4.0089 1.12
O 3.0546 -1.7102 -4.0318 -0.88
O 0.9344 -1.4019 -5.1019 -0.89
C 0.6363 -0.8930 -1.9075 -0.26
C -0.8248 1.3625 2.1450 -0.14
C -1.9982 1.6635 2.8243 -0.14
C -2.1490 2.8543 3.4947 -0.23
C -1.1164 3.7370 3.5231 -0.04
Cl -1.3328 5.2702 4.2973 0.04
C 0.1262 3.4042 2.9592 -0.04
Cl 1.4011 4.6463 2.8871 0.01
C 0.2889 2.2129 2.2788 -0.20
H 0.4386 0.8989 -0.0792 0.40
H -0.7726 -2.4153 0.7372 0.26
H -0.1817 -4.3945 -0.5774 0.21
H 0.8463 -4.1410 -2.7876 0.21
H 3.4373 -1.2847 -4.7875 0.49
H -0.0308 -1.4099 -4.9589 0.50
H 0.9241 0.0854 -2.2381 0.20
H -2.7875 0.9234 2.8374 0.24
H -3.0950 3.1323 3.9007 0.24
H 1.2373 1.9797 1.8084 0.23
```

Computed properties:
HOMO, eV: -8.642
ΔE to the lowest compared entry with this formula, charge and spin, kJ/mol: 6.48
SMILES string: O=C(Nc1cccc(B(O)O)c1)c1ccc(Cl)c(Cl)c1
Molecular weight, g/mol: 309.9

No. 2
Formula: C13H10Cl2F3NO5S
Source: the OMol25 dataset
Level of theory: ωB97M-V/def2-TZVPD

Geometry as XYZ:
```
35
Properties=species:S:1:pos:R:3:nbo_charge:R:1
C 3.7165 4.7151 1.0548 -0.11
C 2.4662 4.0441 1.2124 -0.13
C 1.4043 2.8282 1.6503 0.24
N 1.2731 2.3485 3.0795 -0.52
C 0.3707 1.2412 3.5801 0.07
C -0.6312 0.4265 2.5201 -0.21
C -0.5286 0.9115 0.9396 0.12
C -1.4731 0.1422 -0.1894 -0.55
C -0.7185 -1.3136 -0.4714 0.75
O -1.2153 -2.5056 -0.1261 -0.45
O 0.6316 -1.3093 -1.1185 -0.71
C 0.4759 2.1296 0.4934 -0.03
C 0.5128 2.6179 -1.1049 -0.14
Cl 1.4400 1.7340 -2.4492 0.06
C -0.3221 3.8525 -1.3928 0.08
C -0.5085 4.5266 -2.8760 -0.69
Cl -1.2720 4.6891 0.0112 -0.02
H 4.5245 5.5921 1.1076 0.32
H 1.8762 2.8477 3.7991 0.46
H 0.3070 0.8634 4.7026 0.29
H -1.3698 -0.4357 2.8653 0.31
H -2.4995 -0.1196 0.3077 0.29
H -1.5831 0.7759 -1.1712 0.29
H 1.3171 -0.9150 -0.4801 0.49
H -0.4668 5.7071 -2.7159 0.26
H -1.6252 4.2893 -3.2149 0.26
H 0.2782 4.1799 -3.6700 0.27
C -0.7907 -5.8832 -0.5604 0.69
F -0.3009 -5.0631 -1.5450 -0.34
F -0.0196 -5.6366 0.5471 -0.35
F -2.0388 -5.3995 -0.2600 -0.34
S -0.8054 -7.6857 -1.0533 2.31
O 0.5955 -8.0275 -1.3357 -0.99
O -1.6680 -7.7617 -2.2405 -0.99
O -1.3527 -8.4061 0.1043 -0.99
```

Computed properties:
HOMO, eV: -6.656
Molecular weight, g/mol: 420.2

No. 3
Formula: C13H10IN3OS
Source: the OMol25 dataset
Level of theory: ωB97M-V/def2-TZVPD

Geometry as XYZ:
```
29
Properties=species:S:1:pos:R:3:nbo_charge:R:1
C 3.9531 -2.9953 0.3086 -0.64
C 2.5588 -2.1669 0.7149 -0.09
O 2.9006 -0.7735 1.0451 -0.53
C 1.9948 0.1901 0.3937 0.33
C 0.3699 -0.0254 0.4792 -0.29
C -0.7554 0.9923 -0.2090 -0.05
C -2.3276 0.5656 -0.0082 -0.02
C -3.0958 -0.5869 -0.8640 -0.27
C -4.6272 -0.9297 -0.5394 0.01
N -5.5972 -0.3501 0.4300 -0.40
C -4.8599 0.7161 1.1627 0.01
C -3.3436 1.2275 1.0781 -0.26
C -0.2154 2.3398 -0.9993 -0.22
I -1.6272 3.7559 -1.8929 0.24
C 1.4304 2.6070 -1.0744 0.11
N 2.2069 3.7353 -1.7171 -0.54
S 3.9416 3.4435 -1.4418 0.78
N 4.0055 1.9104 -0.5464 -0.53
C 2.5391 1.5495 -0.4096 0.09
H 3.6145 -4.1316 0.2127 0.22
H 4.7418 -2.9289 1.1746 0.23
H 4.3097 -2.5420 -0.7096 0.22
H 2.1620 -2.7142 1.6913 0.19
H 1.8465 -2.2915 -0.2122 0.21
H -0.0100 -0.9809 1.0802 0.26
H -2.5209 -1.1679 -1.7126 0.25
H -5.0933 -1.8170 -1.1926 0.22
H -5.5405 1.2888 1.9627 0.22
H -2.9610 2.0801 1.7956 0.25
```

Computed properties:
HOMO, eV: -8.336
SMILES string: CCOc1cc(-c2ccncc2)c(I)c2nsnc12
Molecular weight, g/mol: 383.2

Question: Look up the molecular weight of the second one.
Answer: 420.2 g/mol

Question: What is the formula in the second record?
Answer: C13H10Cl2F3NO5S

Question: The highest molecular weight belongs to which entry?
Answer: C13H10Cl2F3NO5S

Question: molecular weight of number 1 (C13H10BCl2NO3)?
Answer: 309.9 g/mol